ORCA calculation (ωB97M-V with the def2-TZVPD basis set) on a cluster of 6 separate species, C5H21NO6 in total in a non-equilibrium geometry.

Kohn-Sham gap in hartree: 0.3695
Total energy in eV: -19298.8868
Strongest force on any atom in hartree/bohr: 0.11964
2S+1: 1
Relative energy (zero: lowest compared OMol25 entry of this formula, charge and spin) in kJ/mol: 238.1
Lowest unoccupied orbital energy in eV: 0.37

Last column: natural (NBO) charge in e.
Positions of all 33 atoms, in Å:
1 C 1.093 -1.582 -1.666  -0.635
2 C 1.321 -0.135 -1.828  -0.217
3 C 0.939 0.424 -3.301  -0.577
4 C 0.604 0.752 -0.749  -0.498
5 C 1.498 1.271 0.393  0.688
6 N 1.738 2.625 0.575  -0.838
7 O 2.051 0.492 1.150  -0.642
8 H 0.409 -2.113 -2.418  0.199
9 H 1.886 -2.376 -1.645  0.237
10 H 0.399 -1.519 -0.823  0.210
11 H 2.352 0.039 -1.654  0.210
12 H 1.226 1.469 -3.293  0.202
13 H -0.149 0.440 -3.223  0.194
14 H 1.401 -0.145 -3.982  0.206
15 H 0.068 1.624 -1.147  0.212
16 H -0.255 0.122 -0.283  0.237
17 H 2.127 2.920 1.502  0.421
18 H 1.291 3.443 0.053  0.400
19 O -0.027 -1.504 2.562  -0.947
20 H -0.390 -2.317 2.931  0.485
21 H 0.788 -1.667 2.240  0.473
22 O -2.454 -1.942 1.001  -0.982
23 H -2.741 -0.973 0.930  0.495
24 H -1.466 -2.023 0.935  0.488
25 O -2.248 0.958 0.063  -0.960
26 H -2.987 1.550 0.197  0.486
27 H -2.280 0.682 -0.879  0.483
28 O -3.001 -1.374 -2.056  -0.970
29 H -2.753 -1.237 -1.093  0.492
30 H -2.337 -1.579 -2.632  0.471
31 O 0.367 0.902 3.156  -0.995
32 H 0.503 0.301 3.930  0.473
33 H 0.501 0.356 2.225  0.499

ORCA calculation (ωB97M-V with the def2-TZVPD basis set) on a cluster of 6 separate species, C5H21NO7 in total in a non-equilibrium geometry.

Kohn-Sham gap in hartree: 0.2210
Total energy in eV: -21346.8967
Strongest force on any atom in hartree/bohr: 0.03679
2S+1: 1
Relative energy (zero: lowest compared OMol25 entry of this formula, charge and spin) in kJ/mol: 32.3
Lowest unoccupied orbital energy in eV: 5.59
Net charge: -2

Last column: natural (NBO) charge in e.
Positions of all 34 atoms, in Å:
1 C -1.039 -0.848 -0.817  -0.454
2 N -0.654 -0.475 0.545  -0.656
3 C 0.678 -0.849 0.997  -0.065
4 C 1.110 -2.236 0.494  -0.449
5 C 0.279 -3.397 1.141  -0.032
6 O -0.530 -4.045 0.231  -1.004
7 C 1.794 0.183 0.688  -0.072
8 O 1.333 1.524 0.707  -0.828
9 H -1.256 -1.922 -0.871  0.236
10 H -1.779 -0.169 -1.228  0.201
11 H -0.142 -0.880 -1.466  0.149
12 H -0.781 0.523 0.658  0.362
13 H 0.573 -0.875 2.083  0.172
14 H 1.066 -2.372 -0.583  0.210
15 H 2.148 -2.358 0.836  0.169
16 H 1.018 -4.075 1.634  0.069
17 H -0.432 -2.988 1.871  0.096
18 H 2.457 -0.034 -0.159  0.140
19 H 2.434 0.119 1.584  0.138
20 H -0.639 1.244 -3.083  0.480
21 H -1.413 2.492 -2.948  0.490
22 O -1.329 1.737 -3.547  -0.976
23 H 0.552 3.979 0.478  0.498
24 H 2.058 3.923 0.595  0.476
25 O 1.292 4.383 0.946  -0.977
26 H 1.216 1.868 -0.283  0.504
27 H 1.033 2.708 -2.233  0.444
28 O 0.714 2.593 -1.329  -1.202
29 H -1.982 -3.143 1.568  0.506
30 H -2.717 -1.925 1.471  0.470
31 O -2.794 -2.756 1.965  -0.991
32 H -0.715 2.785 -1.093  0.500
33 H -1.827 2.412 -0.007  0.455
34 O -1.727 2.875 -0.845  -1.061

ORCA calculation (ωB97M-V with the def2-TZVPD basis set) on a structure of composition C5H22AlN10O7 in a non-equilibrium geometry.

Kohn-Sham gap in hartree: 0.3002
Total energy in eV: -41365.7351
Strongest force on any atom in hartree/bohr: 0.13891
2S+1: 1
Relative energy (zero: lowest compared OMol25 entry of this formula, charge and spin) in kJ/mol: 232.7
Lowest unoccupied orbital energy in eV: -2.31
Net charge: +1

Last column: natural (NBO) charge in e.
Positions of all 45 atoms, in Å:
1 Al 1.085 0.204 0.298  2.143
2 O 2.493 0.115 -1.494  -1.151
3 H 3.420 0.168 -1.798  0.472
4 O -0.468 -0.702 1.503  -1.243
5 H -1.189 -0.353 2.063  0.424
6 C -0.869 1.066 -1.962  0.756
7 O 0.163 0.767 -1.361  -0.655
8 N -2.044 0.677 -1.560  -0.824
9 N -0.865 1.852 -2.980  -0.797
10 H -2.812 0.849 -2.194  0.403
11 H -2.153 0.173 -0.691  0.438
12 H -1.693 1.936 -3.551  0.389
13 H -0.026 2.359 -3.225  0.437
14 C -0.278 -2.047 -1.384  0.798
15 O 0.243 -1.030 -0.988  -0.719
16 N -1.371 -2.563 -0.889  -0.818
17 N 0.155 -2.842 -2.312  -0.810
18 H -1.649 -3.496 -1.157  0.389
19 H -1.824 -2.041 -0.153  0.421
20 H -0.283 -3.751 -2.360  0.390
21 H 0.899 -2.535 -2.921  0.423
22 C -1.396 2.025 0.937  0.780
23 O -0.288 1.543 0.717  -0.775
24 N -1.925 2.113 2.076  -0.819
25 N -2.083 2.506 0.011  -0.792
26 H -2.897 2.378 2.132  0.392
27 H -1.348 1.756 2.824  0.385
28 H -2.937 2.976 0.273  0.378
29 H -1.940 2.075 -0.892  0.402
30 C 2.514 -2.424 -0.310  0.778
31 O 2.098 -1.648 0.554  -0.758
32 N 2.553 -2.076 -1.554  -0.848
33 N 3.041 -3.533 -0.027  -0.782
34 H 3.157 -2.545 -2.213  0.368
35 H 2.242 -1.139 -1.769  0.437
36 H 3.162 -4.144 -0.822  0.397
37 H 2.961 -3.819 0.939  0.416
38 C 0.628 1.692 2.906  0.837
39 O 1.384 1.370 1.981  -0.718
40 N 0.541 2.915 3.418  -0.806
41 N -0.268 0.984 3.488  -0.822
42 H 1.148 3.589 2.972  0.422
43 H -0.235 3.176 4.009  0.395
44 H -0.231 0.005 3.243  0.469
45 H -0.813 1.420 4.219  0.399

ORCA calculation (ωB97M-V with the def2-TZVPD basis set) on a cluster of 6 separate species, C5H22N2O6 in total in a non-equilibrium geometry.

Kohn-Sham gap in hartree: 0.3566
Total energy in eV: -20807.0793
Strongest force on any atom in hartree/bohr: 0.04571
2S+1: 1
Relative energy (zero: lowest compared OMol25 entry of this formula, charge and spin) in kJ/mol: 211.4
Lowest unoccupied orbital energy in eV: 0.35

Last column: natural (NBO) charge in e.
Positions of all 35 atoms, in Å:
1 C -1.333 0.553 3.320  -0.608
2 C -0.321 0.090 2.276  -0.406
3 C -0.758 -1.317 1.710  -0.034
4 N -2.168 -1.303 1.293  -0.881
5 C 0.170 -1.545 0.459  -0.246
6 N 1.561 -1.756 0.878  -0.614
7 C 2.483 -0.775 0.693  0.540
8 O 2.241 0.190 -0.008  -0.670
9 H -1.650 -0.272 3.921  0.207
10 H -2.175 1.052 2.772  0.217
11 H -0.892 1.346 3.935  0.208
12 H -0.278 0.745 1.392  0.203
13 H 0.687 -0.055 2.599  0.203
14 H -0.622 -2.193 2.341  0.186
15 H -2.679 -2.164 1.270  0.380
16 H -2.287 -0.790 0.429  0.367
17 H 0.112 -0.739 -0.259  0.228
18 H -0.146 -2.467 -0.028  0.199
19 H 1.821 -2.619 1.336  0.402
20 H 3.406 -0.949 1.277  0.130
21 O -2.406 0.575 -3.458  -0.962
22 H -2.069 1.212 -4.123  0.460
23 H -1.555 0.640 -2.967  0.483
24 O -5.069 -1.147 0.854  -0.960
25 H -4.884 -0.481 0.185  0.475
26 H -4.366 -1.161 1.518  0.482
27 O 0.224 0.819 -3.223  -0.965
28 H 0.615 1.222 -2.440  0.490
29 H 0.914 0.207 -3.503  0.492
30 O 2.710 1.254 -2.519  -0.986
31 H 2.972 0.886 -1.658  0.503
32 H 3.544 1.234 -3.002  0.481
33 O 3.178 3.112 -0.307  -0.943
34 H 2.672 2.657 -0.992  0.476
35 H 3.011 4.033 -0.549  0.461

ORCA calculation (ωB97M-V with the def2-TZVPD basis set) on a cluster of 7 separate species, C5H23NO7S in total in a non-equilibrium geometry.

Kohn-Sham gap (alpha / beta) in hartree: 0.0762 / 0.2289
Total energy in eV: -32210.7623
Strongest force on any atom in hartree/bohr: 0.03958
2S+1: 2
Lowest unoccupied orbital energy (alpha / beta) in eV: 6.71 / 6.71
Net charge: -3

Last column: natural (NBO) charge in e.
Positions of all 37 atoms, in Å:
1 C -0.605 2.804 0.144  -0.434
2 C -1.900 3.639 0.516  -0.520
3 S -2.230 3.754 2.279  -0.740
4 C -0.883 1.325 -0.078  -0.234
5 N -0.383 0.812 -1.386  -0.645
6 C 0.930 0.202 -1.394  -0.259
7 C 0.887 -1.266 -0.797  -0.060
8 O 1.996 -2.086 -0.807  -0.828
9 H -0.017 2.888 1.069  0.199
10 H -0.050 3.409 -0.606  0.195
11 H -1.629 4.647 0.222  0.166
12 H -2.765 3.351 -0.089  0.174
13 H -0.398 0.793 0.752  0.176
14 H -1.956 1.111 0.091  0.188
15 H -1.084 0.147 -1.693  0.342
16 H 1.564 0.757 -0.673  0.176
17 H 1.397 0.254 -2.361  0.176
18 H 0.130 -1.876 -1.315  0.119
19 H 0.621 -1.065 0.275  0.134
20 H -0.722 1.436 3.728  0.472
21 H -2.029 1.433 2.884  0.509
22 O -1.505 0.936 3.548  -1.019
23 H -0.743 0.481 -6.098  0.393
24 H -2.178 -0.336 -6.252  0.250
25 O -1.624 0.429 -6.494  -1.504
26 H -2.566 -0.544 5.290  0.496
27 H -2.826 -1.714 4.340  0.476
28 O -3.109 -1.343 5.168  -0.974
29 H 4.179 -2.586 1.351  0.520
30 H 3.646 -2.453 2.774  0.437
31 O 3.849 -3.160 2.129  -1.028
32 H -0.714 -3.832 -1.667  0.458
33 H 0.737 -3.385 -2.092  0.501
34 O 0.119 -4.136 -2.055  -1.022
35 H 2.845 -1.822 -0.242  0.523
36 H 4.760 -1.444 -0.630  0.431
37 O 4.255 -1.559 0.167  -1.244

ORCA calculation (ωB97M-V with the def2-TZVPD basis set) on a cluster of 7 separate species, C5H23NO8 in total in a non-equilibrium geometry.

Kohn-Sham gap (alpha / beta) in hartree: 0.0752 / 0.3345
Total energy in eV: -23427.2294
Strongest force on any atom in hartree/bohr: 0.07786
2S+1: 2
Relative energy (zero: lowest compared OMol25 entry of this formula, charge and spin) in kJ/mol: 126.2
Lowest unoccupied orbital energy (alpha / beta) in eV: 2.61 / 2.55
Net charge: -1

Last column: natural (NBO) charge in e.
Positions of all 37 atoms, in Å:
1 O -2.397 -1.121 -1.447  -0.670
2 C -1.860 -0.023 -1.470  0.820
3 O -2.195 0.863 -2.472  -0.729
4 C -0.939 0.458 -0.462  -0.587
5 C 0.401 -0.081 -0.794  -0.462
6 C 0.683 -0.771 -2.145  -0.414
7 C 0.712 -2.356 -1.954  -0.216
8 N 2.063 -2.806 -1.633  -0.883
9 H -1.615 1.714 -2.323  0.520
10 H -0.830 1.548 -0.392  0.267
11 H -1.366 0.005 0.552  0.229
12 H 0.629 -0.766 -0.056  0.196
13 H 1.182 0.719 -0.580  0.249
14 H -0.123 -0.574 -2.882  0.211
15 H 1.622 -0.479 -2.546  0.204
16 H -0.013 -2.625 -1.111  0.193
17 H 0.521 -2.775 -2.966  0.178
18 H 2.805 -2.109 -1.247  0.361
19 H 2.009 -3.556 -0.939  0.348
20 H 1.022 0.898 4.558  0.448
21 H 0.415 -0.060 3.666  0.495
22 O 0.378 0.869 3.871  -1.017
23 H 0.723 -2.026 2.564  0.471
24 H -0.724 -2.099 2.977  0.501
25 O 0.097 -1.651 3.167  -0.997
26 H 0.208 3.817 2.882  0.385
27 H 0.303 2.285 2.887  0.497
28 O 0.633 3.039 2.419  -1.176
29 H 0.201 2.969 -1.753  0.512
30 H -1.035 3.769 -1.429  0.469
31 O -0.729 3.077 -2.072  -1.034
32 H -2.066 -3.830 1.239  0.454
33 H -2.241 -2.652 0.289  0.513
34 O -1.736 -2.969 1.154  -0.998
35 H 1.576 3.600 -0.283  0.410
36 H 0.795 2.844 0.892  0.506
37 O 0.890 2.853 -0.160  -1.256